## P
Formula: C5H15N3O2
Source: the OMol25 dataset
Level of theory: the ωB97M-V functional and the def2-TZVPD basis

Results
Frontier orbital gap in eV: 10.104
Structure (SMILES): C[C@H](O)CN.CC(=O)NN

Structure (ORCA input):
```
! wB97M-V def2-TZVPD RIJCOSX def2/J DEFGRID3
* xyz 0 1
H 2.20444 -2.85375 -0.93931
H -0.92374 -1.13608 -0.78862
O -1.45059 0.76282 -1.04811
H -0.68306 -3.12869 0.48055
H -0.25189 0.49732 2.18766
C 0.29661 1.53076 0.51659
H 2.74968 -1.31481 -0.29283
N 0.35034 0.35288 1.38080
O 0.79220 -0.29983 -2.26299
N 0.14389 -2.53380 0.36100
H -0.71650 0.64460 -1.68542
C 2.31544 -1.80336 -1.15823
H 1.29901 0.24622 1.73009
H 1.01651 1.37874 -0.29103
H -1.05657 2.73352 -0.61671
H -2.35240 0.81226 1.37762
H -3.13837 2.09811 0.47083
N -0.06720 -1.69867 -0.75174
H 0.22863 -1.95776 1.18736
C -2.20650 1.79945 0.94264
H 0.56985 2.45766 1.04604
H -1.96242 2.51365 1.72757
H 2.97242 -1.65881 -2.01584
C -1.10061 1.75154 -0.10932
C 0.97083 -1.19400 -1.44859
*
```

These are the Löwdin partial charges, in e, on atoms 1 to 4: 0.07, 0.13, -0.07, 0.09



## Q
Formula: C5H15N3O2
Source: the OMol25 dataset
Level of theory: the ωB97M-V functional and the def2-TZVPD basis

Results
Frontier orbital gap in eV: 9.070
Structure (SMILES): CN(C)N(N)CO.CC=O

Structure (ORCA input):
```
! wB97M-V def2-TZVPD RIJCOSX def2/J DEFGRID3
* xyz 0 1
H -1.87626 0.09212 2.04593
H 1.19691 -0.60737 -1.25773
O 0.93056 0.79032 -2.65503
C 0.70999 0.38966 -1.33461
H -1.15597 2.69492 -0.36723
H 1.15466 1.09126 -0.63099
O 0.84442 -2.16447 0.77931
N -0.70932 0.34703 -1.06960
H 3.45415 -1.19382 2.15933
H 0.37197 1.56217 -2.82663
H -2.78803 -0.40391 0.60075
N -1.01937 0.73065 0.28269
H 0.99846 -0.74626 2.19366
N -1.36104 -0.81828 -1.50834
H -2.73694 1.92009 -0.15872
C -1.72427 2.00252 0.24782
C -1.78486 -0.25801 1.01949
H -1.77857 2.39003 1.26287
H -1.44001 -0.76863 -2.52031
H -0.83945 -1.66446 -1.26093
C 2.92804 -1.06835 1.21315
H 3.36765 -1.71788 0.46103
H 3.03961 -0.03165 0.91222
C 1.47887 -1.35813 1.40201
H -1.26118 -1.20951 1.00995
*
```

These are the Löwdin partial charges, in e, on atoms 1 to 4: 0.08, 0.12, -0.05, -0.29



## R
Formula: C5H15N3O2
Source: the OMol25 dataset
Level of theory: the ωB97M-V functional and the def2-TZVPD basis

Results
Frontier orbital gap in eV: 8.514

Structure (ORCA input):
```
! wB97M-V def2-TZVPD RIJCOSX def2/J DEFGRID3
* xyz 0 1
H -1.77163 1.09170 -3.18269
H -0.45041 1.06074 1.83828
O -1.07962 1.09473 0.82341
H -0.07886 -1.63708 0.18654
H 1.73000 -0.84476 2.91900
C -0.84538 0.24424 -1.41321
H 1.29824 1.67000 0.73220
O 0.59940 0.80773 2.62059
H -2.10067 1.99370 -1.69208
C -1.33680 1.44549 -2.24591
C -0.25682 0.77977 -0.12191
N -1.89337 -0.72346 -1.11235
N 1.99691 -1.21564 0.15230
H 1.65675 0.79295 -0.64821
H -0.51894 2.12700 -2.47777
C 0.74865 -1.44266 0.86149
H -0.04439 -0.26667 -1.95835
H 2.12987 -1.87578 -0.60795
C 0.74274 -0.48122 2.61295
H -0.09463 -1.05847 3.02940
H -2.43113 -0.93426 -1.94560
N 0.96053 1.37222 -0.17865
H 2.79559 -1.29169 0.77257
H -2.51783 -0.33868 -0.41048
H 0.76179 -2.36989 1.44640
*
```

These are the Löwdin partial charges, in e, on atoms 1 to 4: 0.08, 0.11, 0.05, 0.05



It is P that is most stable; the runner-up trails by 0.0786 hartree.



## P
Formula: C32H27BrCsGeIN4O3S2
Source: the OMol25 dataset
Level of theory: the ωB97M-V functional and the def2-TZVPD basis

Results
Frontier orbital gap in eV: 4.766

Structure (ORCA input):
```
! wB97M-V def2-TZVPD RIJCOSX def2/J DEFGRID3
* xyz -2 1
H 0.36032 0.49821 -1.03773
Cs -2.24406 0.83871 -3.36992
H -0.66303 -4.92021 3.22161
C 0.14159 -3.43237 1.90158
N -4.48595 4.21379 -3.01943
C 5.04894 -3.60685 -0.42676
N -2.34972 1.20290 1.00689
C -0.22882 -1.69999 -2.78321
H 0.95169 0.04553 -3.40739
H 2.98429 -5.89373 -1.82673
Br -3.38362 -0.11305 4.75497
C 1.18154 4.81016 -0.67660
C -0.30519 4.16216 -2.53861
C 3.39167 1.05870 3.70168
C 2.88338 1.69389 2.57898
H 2.91327 2.77394 2.49089
C 2.78776 -1.06745 2.75137
H -1.66594 -1.39715 -0.08953
S -1.64858 4.10144 -1.45661
C -0.10894 -2.42189 0.97412
C 0.95747 4.56809 -2.05807
H -7.09960 2.40349 -3.87341
O -0.29275 -2.59112 -1.90829
C 3.30215 -4.98819 -1.32271
I -7.70473 4.97242 -3.50912
C -1.35011 1.53306 3.58731
H 0.12487 2.77715 2.63312
H -3.47003 4.13718 -2.81399
C 4.64917 -4.77648 -1.05671
C -0.89105 -4.13799 2.50654
N 3.09594 4.78881 -3.47409
H -6.95212 2.82622 -2.15547
H -0.85455 2.46241 0.37308
C 2.32301 0.94272 1.55152
H 3.82592 1.63848 4.50791
Ge 1.41779 -1.49595 0.16249
C 0.99693 -0.77117 -2.68442
C -6.69126 3.11862 -3.16943
H 4.42331 -1.75091 0.43620
C -2.47169 -2.84745 1.25301
C 2.26272 -0.44902 1.61426
C -1.43439 -2.14621 0.65486
H 1.16458 -3.69798 2.15082
C 2.74447 -2.86074 -0.31715
C 3.34368 -0.32815 3.78605
C -5.17383 3.10819 -3.30617
H -3.81665 0.01674 1.84677
O -1.06467 -1.46438 -3.69343
H -3.49630 -2.62361 0.97899
C -0.74794 2.15194 2.50659
H 2.08345 0.39651 -1.25491
N 1.40615 5.01577 0.44132
H 1.92991 1.47124 0.69040
C 1.16679 -0.20355 -1.27939
H 2.77022 -2.14964 2.83342
C -2.47417 0.76675 3.33956
C -1.27696 1.96098 1.23613
S -0.46774 3.68084 -4.18281
C 2.35747 -4.03756 -0.96018
H 1.31032 -4.18093 -1.20161
C 4.09960 -2.65962 -0.05996
H 1.85592 -1.40339 -2.93428
H -3.02137 -4.38619 2.64784
H 5.38437 -5.51819 -1.34757
H -4.99078 5.01388 -2.67883
H 6.09805 -3.42651 -0.22259
C -2.94359 0.62719 2.04516
C 2.11476 4.66431 -2.87461
H 3.74110 -0.83666 4.65746
O -4.65780 2.04193 -3.62579
H -0.95972 1.64187 4.59044
C -2.20687 -3.84193 2.18419
*
```

These are the Löwdin partial charges, in e, on atoms 1 to 4: 0.07, 1.11, 0.09, -0.11



## Q
Formula: C32H27BrCsGeIN4O3S2
Source: the OMol25 dataset
Level of theory: the ωB97M-V functional and the def2-TZVPD basis

Results
Frontier orbital gap in eV: 4.995

Structure (ORCA input):
```
! wB97M-V def2-TZVPD RIJCOSX def2/J DEFGRID3
* xyz -2 1
C 0.02987 -3.16422 2.05393
C 2.97183 -5.50808 -1.01990
H 4.26881 1.60904 4.25303
O -0.20005 -2.77987 -1.76517
C -6.52107 0.82462 -2.15295
C 3.01561 -1.13164 2.69980
C 4.28940 -5.53999 -0.58007
C 3.80911 1.00170 3.48218
N -0.05620 8.09161 -2.86715
C 0.31603 7.09819 -2.40456
S -0.27569 4.46990 -3.80698
C 3.62009 -0.36058 3.68398
C 4.04218 -3.30720 0.27786
C -1.23363 -1.54384 0.82741
H -2.24625 2.41942 3.22352
H -1.30757 -0.78751 0.05785
H 3.93735 -0.82084 4.61354
C -0.27265 -1.81894 -2.56675
O -1.93227 1.61117 0.36959
C 3.39499 1.58173 2.29128
C 1.05492 -1.04098 -2.72967
C -2.30870 -2.86308 2.52820
S 1.32761 3.28205 -1.51784
H 1.00130 0.44971 -1.11398
H -8.11868 2.23697 -1.90779
C -1.28360 2.01052 1.33450
H 1.75260 -1.81033 -3.07418
C 0.63234 4.62214 -2.37346
N -4.36825 1.68569 -2.63835
N -0.25515 2.84969 1.27482
C -6.21980 3.16379 -2.34850
C 1.54274 -0.45288 -1.41333
H -4.17887 3.72137 -2.78543
O -1.27143 -1.43550 -3.21830
C -7.06751 2.09324 -2.11572
H 1.16902 -4.33103 -1.17577
H -2.44565 0.75589 2.61425
H -3.19715 -3.13110 3.08834
H 4.89795 -6.42164 -0.74665
C -2.37143 -1.88303 1.54660
N 1.99737 6.29082 0.46084
C -5.17283 0.65021 -2.41495
H 0.30867 3.03798 2.08700
H 2.86281 -2.19167 2.87909
C 2.79924 0.79890 1.30769
H 2.56881 -0.08859 -1.53419
C 2.71717 -3.26356 -0.15831
Br -7.63190 -0.68489 -1.83589
H 5.85464 -4.45289 0.41021
H 4.46370 -2.44830 0.78754
H -1.05063 -4.28276 3.53518
Cs -1.30385 1.29103 -2.56170
C -4.88099 2.91369 -2.60556
C 4.82605 -4.43709 0.06839
H 0.15426 3.12125 0.36403
C 2.59481 -0.57154 1.49225
H -4.71949 -0.33490 -2.44167
H 3.52358 2.64404 2.11886
H 2.48239 1.28934 0.39401
H 1.00108 -0.26879 -3.50179
C -1.75942 1.58717 2.72082
H -3.30890 -1.38469 1.32643
H 0.96244 -3.68612 2.24482
H 2.55451 -6.36643 -1.53394
C -1.10479 -3.50823 2.77852
Ge 1.62314 -1.65046 0.13185
C -0.01784 -2.17216 1.07679
H -6.59595 4.17765 -2.32500
I -0.20435 0.90694 4.01868
C 0.82832 5.91339 -1.80877
C 1.49593 6.10349 -0.56596
C 2.18988 -4.37901 -0.81349
*
```

These are the Löwdin partial charges, in e, on atoms 1 to 4: -0.11, -0.10, 0.09, -0.07



It is Q that is most stable; the runner-up trails by 0.0098 hartree.